Density functional theory data (the ωB97M-V functional and the def2-TZVPD basis) for 5 unconnected molecules or ions with the total composition C15H19FO15.

* structure (SMILES): O=C1OC[C@@H](F)O1.O=C1OCCO1.O=C1OCCO1.O=C1OCCO1.O=C1OCCO1
* highest occupied orbital energy: -10.3776 eV
* frontier orbital gap: 10.4 eV
* E_tot: -1811.33948 a.u.

Atoms and positions in Å:
C: -2.9364 -4.4625 -4.4915
C: -2.1940 -5.2093 -5.5488
O: -1.3279 -4.3172 -6.0910
C: -1.4367 -3.0900 -5.4489
O: -0.6674 -2.1372 -5.6126
O: -2.3108 -3.2788 -4.3922
H: -2.9243 -5.1332 -3.6324
H: -4.0005 -4.3425 -4.6951
H: -2.7900 -5.6706 -6.3362
H: -1.4514 -5.8491 -5.0721
C: 7.0386 2.3652 -2.8131
C: 7.3048 0.9687 -2.5682
O: 6.2425 0.3852 -3.2791
C: 5.8238 1.1716 -4.1916
O: 5.4146 0.8974 -5.3389
O: 6.1848 2.4461 -3.9429
H: 7.9825 2.8901 -2.9603
H: 6.4318 2.7782 -2.0073
H: 7.3962 0.5850 -1.5521
H: 8.2707 0.8041 -3.0457
C: -5.7807 3.4530 6.9387
C: -4.9049 2.2247 6.7509
O: -5.9274 1.2311 6.7499
C: -6.9014 1.6741 7.5716
O: -7.7968 1.0241 8.1851
O: -6.7590 2.9459 7.7650
H: -6.2818 3.8770 6.0686
H: -5.2718 4.2753 7.4417
H: -4.2402 2.1293 7.6095
H: -4.3142 2.1794 5.8360
C: 1.3746 -2.7055 2.6249
C: 1.6367 -2.7311 1.0519
O: 2.8921 -3.4006 1.0354
C: 3.5039 -3.2153 2.2534
O: 4.6680 -3.5132 2.5555
O: 2.7523 -2.6149 3.1166
H: 0.7789 -3.5350 3.0059
H: 0.9336 -1.7490 2.9056
H: 1.5748 -1.7351 0.6133
H: 0.8270 -3.2890 0.5816
C: -1.0935 3.2020 -1.6759
C: -1.7542 2.9009 -0.4064
O: -0.6215 2.8373 0.4552
C: 0.4458 3.5057 -0.1079
O: 1.5026 3.8514 0.5177
O: 0.0384 3.9408 -1.1959
F: -2.3210 1.7175 -0.5243
H: -1.6943 3.7469 -2.4041
H: -0.9016 2.2487 -2.1684
H: -2.4155 3.7224 -0.1309

Atoms 1-3, force components in eV/Å:
-2.6 -2.8 0.0
0.5 -2.1 0.2
1.0 4.6 -1.6

natural (NBO) population analysis, charges in e, atoms 1 to 2: -0.096 -0.096


Density functional theory data (the ωB97M-V functional and the def2-TZVPD basis) for 2 unconnected molecules or ions with the total composition C7H11N3O3.

* structure (SMILES): O=c1cc[nH]c(=O)[nH]1.CNC(C)=O
* highest occupied orbital energy: -9.3950 eV
* frontier orbital gap: 9.7 eV
* E_tot: -663.26904 a.u.
* relative energy (zero: lowest compared OMol25 entry of this formula, charge and spin): 56.5 kcal/mol

Atoms and positions in Å:
C: -1.2360 -1.6359 -1.1273
C: -2.2283 -0.6471 -0.4626
C: -2.5987 1.2701 1.0627
C: 1.5071 -0.6422 1.1407
C: 2.1594 -1.3679 0.0272
C: 2.3208 -0.6756 -1.1098
C: 1.2034 1.3705 -0.2915
H: -0.1222 -1.5849 -0.8353
H: -1.2746 -1.1218 -2.3384
H: -1.6443 -2.7399 -1.1168
H: -0.8922 1.0663 -0.6955
H: -3.6755 0.8385 0.6387
H: -2.2926 1.2528 2.0537
H: -2.5951 2.2647 0.4961
H: 0.7210 1.1215 1.7748
H: 2.6747 -2.2712 0.2361
H: 2.7996 -1.0782 -2.0318
H: 1.8884 1.0789 -2.1780
N: -1.6918 0.5256 0.0450
N: 1.1789 0.7101 0.9357
N: 1.8662 0.6139 -1.3077
O: -3.4546 -0.9656 -0.3346
O: 1.3010 -1.2143 2.2220
O: 0.6753 2.4543 -0.5313

Atoms 1-3, force components in eV/Å:
-0.1 0.8 -3.3
-2.1 -1.4 0.8
-2.2 0.6 -8.1

natural (NBO) population analysis, charges in e, atoms 1 to 2: -0.709 0.653


Density functional theory data (the ωB97M-V functional and the def2-TZVPD basis) for a gas-phase ion, C5H10NO2 (charge +1).

* charge: +1
* structure (SMILES): C=C([NH3+])CCC(=O)O
* highest occupied orbital energy: -14.4036 eV
* frontier orbital gap: 11.2 eV
* E_tot: -401.46460 a.u.
* relative energy (zero: lowest compared OMol25 entry of this formula, charge and spin): 37.9 kcal/mol

Atoms and positions in Å:
O: -1.9076 -0.5239 -0.1056
C: -1.3706 -0.8278 0.9728
O: -1.9306 -1.0725 2.1800
C: 0.0809 -0.9094 1.0591
C: 1.2004 -0.5093 0.0578
C: 0.7953 0.8422 -0.6869
C: 1.0300 2.0972 -0.2367
N: -0.1517 0.4739 -1.8108
H: -2.8482 -1.4223 2.1280
H: 0.4180 -2.0949 1.2322
H: 0.2503 -0.4660 2.0776
H: 1.1760 -1.2032 -0.8257
H: 2.1772 -0.5207 0.4664
H: 0.5140 2.9374 -0.6207
H: 1.9092 2.1964 0.3574
H: 0.2406 -0.1428 -2.5559
H: -0.5847 1.2540 -2.3643
H: -0.9985 -0.1082 -1.3247

Atoms 1-3, force components in eV/Å:
-0.6 -0.7 1.8
-0.5 0.3 -1.8
-0.3 -0.3 -1.7

natural (NBO) population analysis, charges in e, atoms 1 to 2: -0.632 0.833


Density functional theory data (the ωB97M-V functional and the def2-TZVPD basis) for a molecular structure, C35H30IN3O2P2PdS.

* charge: +2
* spin multiplicity: 5
* highest occupied orbital energy (spin up / spin down): -12.9052 / -13.6543 eV
* frontier orbital gap (spin up / spin down): 8.0 / 4.5 eV
* E_tot: -3172.35733 a.u.
* relative energy (zero: lowest compared OMol25 entry of this formula, charge and spin): 27.7 kcal/mol

Atoms and positions in Å:
Pd: 0.4872 0.8750 -0.7490
O: 2.0721 4.4430 -1.1347
C: 0.9867 3.9755 -0.7201
O: 0.8734 2.8822 -0.0435
C: -0.2849 4.7154 -1.0001
C: -0.3386 6.0819 -0.8442
C: -1.5481 6.7606 -1.0254
C: -2.7028 6.0723 -1.3959
C: -2.6546 4.7144 -1.6113
C: -1.4468 4.0088 -1.4065
S: -1.4602 2.3521 -1.7789
H: 0.5651 6.6159 -0.5745
H: -1.5831 7.8353 -0.8896
H: -3.6344 6.6087 -1.5351
H: -3.5364 4.1757 -1.9484
C: -0.9271 -2.9101 1.1609
N: -0.4917 -1.7875 0.3138
P: -1.5284 -0.6094 -0.3179
C: -3.0182 -1.4921 -0.8117
C: -3.0279 -2.1010 -2.0706
C: -4.1080 -2.8818 -2.4514
C: -5.1793 -3.0465 -1.5814
C: -5.1739 -2.4339 -0.3325
C: -4.0979 -1.6483 0.0575
C: -2.0651 0.4018 1.0905
C: -1.3604 0.3917 2.2913
C: -1.7156 1.2600 3.3152
C: -2.7746 2.1420 3.1459
C: -3.5018 2.1378 1.9626
C: -3.1558 1.2683 0.9378
P: 1.0867 -1.4914 -0.1781
C: 2.0841 -1.1268 1.2980
C: 2.7059 -2.0714 2.1172
C: 3.3975 -1.6547 3.2498
C: 3.4830 -0.3015 3.5656
C: 2.8592 0.6494 2.7599
C: 2.1683 0.2295 1.6341
C: 1.6747 -3.0559 -0.8347
C: 0.7697 -3.8956 -1.4804
C: 1.2092 -5.0868 -2.0387
C: 2.5530 -5.4348 -1.9733
C: 3.4648 -4.5860 -1.3587
C: 3.0302 -3.3937 -0.7951
H: -1.5116 -3.6304 0.5913
H: -1.5333 -2.5463 1.9900
H: -0.0539 -3.4158 1.5722
H: -2.1946 -1.9540 -2.7538
H: -4.1199 -3.3529 -3.4291
H: -6.0281 -3.6495 -1.8815
H: -6.0123 -2.5675 0.3423
H: -4.1001 -1.1739 1.0323
H: -0.5449 -0.3036 2.4365
H: -1.1716 1.2373 4.2555
H: -3.0492 2.8198 3.9483
H: -4.3505 2.8038 1.8446
H: -3.7488 1.2384 0.0308
H: 2.6461 -3.1312 1.8861
H: 3.8644 -2.3936 3.8958
H: 4.0303 0.0131 4.4485
H: 2.9034 1.7067 3.0111
H: 1.6429 0.9526 1.0076
H: -0.2805 -3.6232 -1.5395
H: 0.5012 -5.7457 -2.5289
H: 2.8905 -6.3702 -2.4043
H: 4.5144 -4.8591 -1.3102
H: 3.7464 -2.7368 -0.3108
I: 6.5700 -0.4334 -1.2435
C: 4.8989 0.6335 -1.3553
C: 4.7467 2.0191 -1.0073
N: 3.5070 2.2749 -1.2154
N: 2.7614 1.1763 -1.6719
C: 3.5880 0.1878 -1.7614
H: 5.4592 2.7544 -0.6485
H: 2.9865 3.2598 -1.1086
H: 3.2871 -0.7782 -2.1412

Atoms 1-3, force components in eV/Å:
-0.7 0.5 -1.0
-0.5 -0.6 0.4
0.2 -0.5 0.0

Löwdin population analysis, charges in e, atoms 1 to 2: 0.539 0.047


Density functional theory data (the ωB97M-V functional and the def2-TZVPD basis) for a molecular structure, C34H31N4P2Ru.

* charge: +3
* spin multiplicity: 5
* highest occupied orbital energy (spin up / spin down): -16.4981 / -16.6261 eV
* frontier orbital gap (spin up / spin down): 6.4 / 5.3 eV
* E_tot: -2309.86052 a.u.

Atoms and positions in Å:
Ru: 0.2541 -0.3071 0.4142
C: 2.3724 -2.4868 -0.6561
P: 0.5387 -2.4313 -0.3939
C: -0.3504 -2.6796 -1.9130
C: -0.9365 -3.9171 -2.2006
C: -1.5442 -4.1120 -3.4277
C: -1.5620 -3.0849 -4.3649
C: -0.9785 -1.8546 -4.0827
C: -0.3733 -1.6435 -2.8573
C: -0.0712 -3.3615 0.9868
C: 0.7595 -3.8128 2.0201
C: 0.1935 -4.3908 3.1402
C: -1.1913 -4.5096 3.2455
C: -2.0194 -4.0562 2.2242
C: -1.4683 -3.4808 1.0920
C: 2.7412 -1.0965 -1.0153
C: 3.7514 -0.5414 -1.8399
C: 3.5899 0.8244 -1.8102
C: 2.4818 1.1056 -0.9629
C: 1.8404 2.3704 -0.5814
P: 0.0064 2.0749 -0.4402
C: -0.7037 3.4384 0.4708
C: -0.9718 3.3057 1.8344
C: -1.4881 4.3841 2.5330
C: -1.7365 5.5819 1.8749
C: -1.4775 5.7092 0.5144
C: -0.9663 4.6375 -0.1967
C: -0.6618 2.0137 -2.1078
C: 0.0820 2.3090 -3.2474
C: -0.5241 2.2612 -4.4963
C: -1.8673 1.9273 -4.6028
C: -2.6102 1.6263 -3.4654
C: -2.0126 1.6646 -2.2186
N: 1.9768 -0.0804 -0.4807
H: 2.8564 -2.7465 0.2936
H: 2.6829 -3.2166 -1.4034
H: -0.9107 -4.7200 -1.4737
H: -1.9977 -5.0662 -3.6580
H: -2.0348 -3.2458 -5.3248
H: -0.9979 -1.0612 -4.8167
H: 0.0732 -0.6772 -2.6398
H: 1.8376 -3.7421 1.9493
H: 0.8307 -4.7659 3.9297
H: -1.6241 -4.9739 4.1218
H: -3.0922 -4.1722 2.3005
H: -2.1088 -3.1608 0.2771
H: 4.5072 -1.1035 -2.3664
H: 4.1939 1.5676 -2.3081
H: 2.1346 2.6364 0.4433
H: 2.1347 3.2061 -1.2154
H: -0.7850 2.3669 2.3431
H: -1.7062 4.2904 3.5883
H: -2.1426 6.4209 2.4237
H: -1.6823 6.6428 0.0086
H: -0.7834 4.7288 -1.2607
H: 1.1227 2.5996 -3.1763
H: 0.0463 2.5063 -5.3821
H: -2.3415 1.9130 -5.5754
H: -3.6594 1.3770 -3.5518
H: -2.6019 1.4521 -1.3325
N: 2.5737 1.0827 5.3231
C: 1.5438 0.5970 4.6300
C: 1.5594 0.4685 3.2186
N: 0.5084 -0.0253 2.5775
C: -0.5725 -0.4094 3.2723
C: -0.5763 -0.2710 4.6557
N: 0.4537 0.2179 5.3105
H: 3.4275 1.3894 4.8927
H: 2.4955 1.1364 6.3273
H: 2.4212 0.7661 2.6336
H: -1.4173 -0.8295 2.7388
H: -1.4417 -0.5664 5.2373

Atoms 1-3, force components in eV/Å:
-0.4 1.1 0.3
-0.1 0.0 0.0
0.2 -0.1 0.0

Löwdin population analysis, charges in e, atoms 1 to 2: 1.071 -0.159


Density functional theory data (the ωB97M-V functional and the def2-TZVPD basis) for C23H26O5 in the gas phase.

* highest occupied orbital energy (spin up / spin down): -8.0664 / -7.0337 eV
* frontier orbital gap (spin up / spin down): 8.7 / 5.5 eV
* E_tot: -1267.98685 a.u.
* relative energy (zero: lowest compared OMol25 entry of this formula, charge and spin): 73.4 kcal/mol

Atoms and positions in Å:
H: -0.7638 -0.5541 -0.8847
C: -0.4358 0.5633 -1.9128
O: 0.8663 0.2841 -2.1828
C: 1.6412 0.1891 -1.0294
C: 1.5670 -0.8426 -0.0882
C: 0.4900 -1.8595 0.0636
C: 0.9030 -2.7697 1.2003
C: 2.1908 -2.1097 1.8105
C: -0.6894 -1.6168 -0.5341
C: -1.9631 -2.3111 -0.9761
C: -1.8506 -2.4056 -2.4971
C: -2.3136 -3.6962 -0.4600
O: -3.0453 -1.3813 -0.6900
C: -3.1757 -1.0751 0.7045
C: -3.1358 0.4167 0.8762
C: -4.2706 1.1669 0.5567
C: -4.2743 2.5423 0.7698
C: -3.1337 3.1799 1.2782
C: -1.9812 2.4313 1.5598
C: -1.9793 1.0473 1.3577
C: 2.4541 -0.9120 0.9636
C: 3.5256 0.0486 1.0769
O: 4.5308 -0.1301 1.8003
C: 3.3815 1.2579 0.2628
O: 4.3775 2.1845 0.2383
C: 5.7302 1.7489 -0.0588
C: 2.3273 1.3654 -0.6502
O: 1.9427 2.5146 -1.2734
C: 2.2460 3.8328 -0.7414
H: -1.0640 0.3832 -2.7776
H: -0.6298 1.4363 -1.2787
H: 0.1164 -2.8620 1.9610
H: 1.1618 -3.7779 0.8468
H: 2.0353 -1.8343 2.8580
H: 3.0415 -2.7982 1.7829
H: -1.3827 -3.3647 -2.7626
H: -2.8558 -2.3464 -2.9356
H: -1.2170 -1.6033 -2.9014
H: -1.6246 -4.4309 -0.8985
H: -2.2610 -3.7675 0.6330
H: -3.3388 -3.9095 -0.8139
H: -4.1511 -1.4643 1.0408
H: -2.3685 -1.5545 1.2874
H: -5.1435 0.6412 0.1620
H: -5.1786 3.1134 0.5505
H: -3.1479 4.2577 1.4578
H: -1.0861 2.9148 1.9602
H: -1.1062 0.4322 1.5951
H: 6.3156 2.6667 -0.0053
H: 6.0442 1.0185 0.7030
H: 5.7754 1.3075 -1.0709
H: 1.8465 4.5002 -1.5085
H: 1.7319 3.9796 0.2143
H: 3.3251 3.9520 -0.6399

Atoms 1-3, force components in eV/Å:
-0.1 -0.7 -0.4
-0.6 1.7 -0.7
1.1 -0.5 0.7

natural (NBO) population analysis, charges in e, atoms 1 to 2: 0.206 -0.102